# 1
Computed, not measured: a cluster of 2 separate species, C3H10NS in total in a non-equilibrium geometry, with ωB97M-V/def2-TZVPD.

Output
Charge   -1
Orbital gap   6.319 eV
2S+1   1
Highest occupied orbital energy   -2.27 eV

Each line ends with the Mulliken charge.
Element x y z (Å)
S1 2.17 -0.61 -1.15  -0.6943
N1 -0.67 -0.37 0.57  -0.2657
C1 -1.03 1.03 0.93  -0.9152
C2 1.28 0.28 -2.46  -0.7520
C3 -0.52 -1.34 1.63  -0.7171
H1 -1.05 -0.80 2.54  0.2141
H2 -1.67 1.16 1.71  0.4247
H3 -1.47 1.67 0.16  0.2991
H4 2.04 0.47 -3.26  0.2325
H5 0.08 -0.28 -0.14  0.0382
H6 0.54 -1.37 1.91  0.2545
H7 0.76 1.24 -2.12  0.1787
H8 -1.07 -2.21 1.49  0.2877
H9 0.66 -0.49 -2.93  0.1893
H10 -0.03 1.61 1.13  0.2256

# 2
Computed, not measured: the molecule C4H5NOS2 in a non-equilibrium geometry, with ωB97M-V/def2-TZVPD.

Output
Charge   0
Orbital gap   7.985 eV
2S+1   1
Highest occupied orbital energy   -8.71 eV

Each line ends with the Mulliken charge.
Element x y z (Å)
S1 -2.35 -1.19 -0.15  -0.2188
S2 1.29 0.96 -0.14  -0.1275
O1 2.91 -1.34 -0.12  -0.5144
N1 -0.28 0.72 0.36  0.1071
C1 -0.67 -0.70 0.16  0.0066
C2 0.50 -1.63 0.10  -0.1745
C3 -1.01 1.88 -0.07  -0.7509
C4 1.79 -0.89 0.06  0.2821
H1 0.52 -2.16 1.01  0.2659
H2 -1.75 2.04 0.88  0.2991
H3 -1.73 1.73 -1.00  0.2483
H4 0.86 -2.24 -0.89  0.2794
H5 -0.08 2.83 -0.18  0.2977

# 3
Computed, not measured: a structure of composition C9H14NO2PPtS3, with ωB97M-V/def2-TZVPD.

Output
Charge   -1
Orbital gap (alpha / beta)   6.665 / 6.644 eV
2S+1   2
Highest occupied orbital energy (alpha / beta)   -3.84 / -4.17 eV

Each line ends with the Löwdin spin population.
Element x y z (Å)
Pt1 -0.15 0.45 -1.43  0.4114
S1 1.67 -1.37 -1.81  0.1396
S2 -0.21 -1.06 1.80  -0.0106
S3 -0.25 2.45 -2.19  0.4369
P1 -0.03 0.60 0.79  -0.0142
O1 -1.11 1.63 1.38  -0.0009
O2 1.31 1.44 1.18  -0.0029
N1 -0.82 -1.69 -1.34  0.0166
C1 -2.45 3.59 1.15  0.0007
C2 -0.90 -4.43 -1.28  -0.0011
C3 0.28 -3.79 -1.58  0.0042
C4 -2.05 -3.69 -1.00  0.0000
C5 3.44 0.29 1.04  -0.0001
C6 -1.04 3.03 1.09  0.0016
C7 2.55 1.37 0.48  -0.0012
C8 0.31 -2.38 -1.58  0.0137
C9 -1.96 -2.31 -1.04  0.0003
H1 -0.61 3.19 0.10  0.0030
H2 -3.04 3.17 0.34  0.0006
H3 -0.39 3.50 1.84  0.0002
H4 -2.42 4.68 1.02  0.0000
H5 -0.94 -5.51 -1.26  -0.0001
H6 2.98 -0.69 0.90  -0.0001
H7 3.00 2.36 0.60  0.0001
H8 4.40 0.29 0.53  0.0000
H9 2.35 1.22 -0.59  -0.0002
H10 -2.80 -1.67 -0.81  -0.0003
H11 -2.99 -4.16 -0.75  0.0001
H12 1.19 -4.34 -1.78  0.0027
H13 -2.92 3.36 2.10  0.0000
H14 3.61 0.45 2.11  0.0000

Calculated ΔE to the lowest compared entry with this formula, charge and spin (kcal per mole), listed in the same order as above: 46.4; 83.5; 6.0
Calculated DFT total energy (a.u.), listed in the same order as above: -573.208104; -1081.660169; -2211.975749